Entry 1:
Computed, not measured: 2 unconnected molecules or ions with the total composition CH3F3P at a distorted geometry, with ωB97M-V/def2-TZVPD.

- E_LUMO (eV) = -10.07
- total charge = +1
- orbital gap (eV) = 5.74
- HOMO level (eV) = -15.81

Bonds (Å) are listed after each position.
Atoms and positions in Å:
1 C -0.8674 -1.7512 0.0559  H6 1.121, H7 1.072, H8 1.082
2 F 2.1498 1.5175 0.3026  P5 1.589
3 F -0.1409 1.2639 0.7525  P5 1.594
4 F 0.5474 2.8262 -0.8731  P5 1.552
5 P 0.8073 1.3363 -0.5270  F2 1.589, F3 1.594, F4 1.552
6 H -1.0041 -2.3312 1.0058  C1 1.121
7 H -0.3290 -2.1506 -0.7804  C1 1.072
8 H -1.1631 -0.7109 0.0637  C1 1.082

---

Entry 2:
Computed, not measured: 2 unconnected molecules or ions with the total composition CH3FINS at a distorted geometry, with ωB97M-V/def2-TZVPD.

- E_LUMO (eV) = -1.18
- orbital gap (eV) = 7.31
- HOMO level (eV) = -8.49

Bonds (Å) are listed after each position.
Atoms and positions in Å:
1 C -1.2925 0.5493 -0.2289  N2 1.351, H6 1.059, H7 1.077, H8 1.003
2 N -0.3411 1.3943 0.2236  C1 1.351
3 F 2.8780 -0.2356 -0.7033  S4 1.650
4 S 2.1328 -0.0394 0.7551  F3 1.650, I5 2.396
5 I 1.2245 -2.2446 0.9815  S4 2.396
6 H -2.1422 0.3815 0.3801  C1 1.059
7 H -0.8676 -0.4403 -0.2252  C1 1.077
8 H -1.5919 0.6348 -1.1829  C1 1.003

---

Entry 3:
Computed, not measured: 2 unconnected molecules or ions with the total composition CH3FIP at a distorted geometry, with ωB97M-V/def2-TZVPD.

- E_LUMO (alpha / beta) (eV) = -0.57 / -0.57
- orbital gap (alpha / beta) (eV) = 8.69 / 8.69
- HOMO level (alpha / beta) (eV) = -9.26 / -9.26

Bonds (Å) are listed after each position.
Atoms and positions in Å:
1 C -0.7059 0.4940 0.7356  P3 1.821, I4 2.141, H6 1.006
2 F 1.6927 1.1741 0.0381  P3 1.673
3 P 0.1761 1.8726 -0.0629  C1 1.821, F2 1.673, H7 1.290
4 I -2.6512 0.1255 -0.0791  C1 2.141
5 H 0.2868 -1.0752 0.3995  no bonds
6 H -0.5747 0.2517 1.7027  C1 1.006
7 H 0.1797 1.3887 -1.2584  P3 1.290

---

Per-record calculated total energy, Ha: -680.52783 -890.19448 -778.68216